Molecular formula: C5H15NO
Method: DFT, wB97M-V/def2-TZVPD

CARTESIAN COORDINATES (ANGSTROEM)
1 C -0.73 0.65 1.81
2 N -0.50 0.44 0.45
3 C -1.56 0.12 -0.67
4 C -1.16 -1.05 -1.58
5 C 0.59 1.26 0.04
6 C 0.27 -0.12 2.78
7 H -0.63 1.81 1.98
8 H -1.69 0.33 2.29
9 H -2.60 -0.15 -0.21
10 H -1.56 1.07 -1.13
11 H -0.04 -1.24 -1.30
12 H -1.19 -0.92 -2.62
13 H -1.57 -2.04 -1.37
14 H 0.92 1.00 -0.92
15 H 0.09 2.25 -0.12
16 H 1.48 1.33 0.73
17 H 1.23 0.36 2.75
18 H 0.43 -1.10 2.46
19 H -0.04 -0.16 3.82
20 H 2.39 -0.78 -3.58
21 H 2.94 -2.00 -2.80
22 O 2.94 -1.05 -2.84

Results
LUMO in hartree: 0.0292
F_max in eV/Å: 3.9
Energy relative to the best compared isomer or geometry (same formula, charge and spin) in eV: 2.626
SMILES string: CCN(C)CC.O
HOMO-LUMO gap in eV: 8.5

Molecular formula: C5H15NO
Method: DFT, wB97M-V/def2-TZVPD

CARTESIAN COORDINATES (ANGSTROEM)
1 C -0.21 -0.41 1.70
2 C -0.79 -1.71 2.09
3 C -0.96 0.25 0.56
4 N -0.73 -0.61 -0.68
5 C 0.67 -0.65 -1.01
6 C -1.57 -0.08 -1.71
7 H -0.28 0.35 2.57
8 H 0.87 -0.49 1.48
9 H -0.90 -2.27 1.12
10 H -1.73 -1.53 2.56
11 H -0.16 -2.35 2.58
12 H -2.02 0.26 0.68
13 H -0.71 1.28 0.40
14 H 0.93 -1.16 -1.98
15 H 1.19 0.43 -1.08
16 H 1.21 -1.36 -0.27
17 H -2.57 -0.34 -1.50
18 H -1.29 -0.44 -2.66
19 H -1.64 0.98 -1.95
20 H 2.07 2.99 -0.69
21 H 3.12 1.89 -0.20
22 O 3.02 2.70 -0.75

Results
LUMO in hartree: 0.0278
F_max in eV/Å: 3.5
Energy relative to the best compared isomer or geometry (same formula, charge and spin) in eV: 2.002
SMILES string: CCCN(C)C.O
HOMO-LUMO gap in eV: 9.6

Molecular formula: C5H15NO
Method: DFT, wB97M-V/def2-TZVPD

CARTESIAN COORDINATES (ANGSTROEM)
1 C -1.04 -1.65 -0.91
2 O -1.98 -1.75 -1.82
3 C -1.28 -2.33 0.47
4 H -0.96 -0.57 -0.62
5 H -0.04 -2.08 -1.27
6 H -0.59 -1.92 1.24
7 H -1.19 -3.42 0.37
8 H -2.28 -2.04 0.81
9 C 0.23 2.00 -0.88
10 C 1.08 1.35 0.19
11 C 0.34 1.40 1.53
12 N 1.26 -0.09 -0.23
13 H 0.78 2.07 -1.85
14 H -0.64 1.38 -1.10
15 H 0.01 3.05 -0.73
16 H 2.09 1.81 0.21
17 H -0.73 1.30 1.37
18 H 0.56 2.32 2.07
19 H 0.60 0.58 2.20
20 H 1.36 -0.13 -1.25
21 H 2.01 -0.60 0.25
22 H 0.40 -0.66 -0.03

Results
LUMO in hartree: -0.0070
F_max in eV/Å: 2.0
Energy relative to the best compared isomer or geometry (same formula, charge and spin) in eV: 4.218
HOMO-LUMO gap in eV: 6.0

Molecular formula: C5H15NO
Method: DFT, wB97M-V/def2-TZVPD

CARTESIAN COORDINATES (ANGSTROEM)
1 C 1.27 -1.32 0.05
2 N 0.40 -0.61 -0.89
3 C 0.90 0.75 -1.13
4 C -1.27 0.21 0.85
5 C -1.00 -0.59 -0.42
6 C -1.94 -0.24 -1.58
7 H 1.08 -2.39 -0.07
8 H 2.31 -1.16 -0.24
9 H 1.15 -1.01 1.09
10 H 1.97 0.72 -1.33
11 H 0.77 1.43 -0.28
12 H 0.42 1.15 -2.03
13 H -2.28 0.01 1.21
14 H -1.21 1.28 0.67
15 H -0.58 -0.05 1.65
16 H -1.21 -1.65 -0.24
17 H -2.94 0.06 -1.27
18 H -1.54 0.54 -2.23
19 H -2.08 -1.12 -2.20
20 H 1.56 1.40 2.14
21 H 2.09 0.92 3.42
22 O 2.15 1.67 2.84

Results
LUMO in hartree: 0.0294
F_max in eV/Å: 1.1
Energy relative to the best compared isomer or geometry (same formula, charge and spin) in eV: 1.034
SMILES string: CC(C)N(C)C.O
HOMO-LUMO gap in eV: 9.5

Molecular formula: C5H15NO
Method: DFT, wB97M-V/def2-TZVPD

CARTESIAN COORDINATES (ANGSTROEM)
1 C 0.27 3.16 1.15
2 C 0.47 1.62 1.13
3 N 0.36 0.99 -0.14
4 C 1.29 -0.05 -0.51
5 C 0.91 -1.43 0.06
6 C -0.92 1.02 -0.72
7 H -0.80 3.30 1.23
8 H 0.70 3.59 0.26
9 H 0.73 3.58 2.04
10 H 1.34 1.22 1.67
11 H -0.28 1.26 1.87
12 H 1.24 -0.18 -1.59
13 H 2.29 0.31 -0.26
14 H 0.68 -1.29 1.12
15 H 0.07 -1.81 -0.51
16 H 1.72 -2.15 -0.06
17 H -0.91 0.60 -1.72
18 H -1.61 0.40 -0.13
19 H -1.27 2.05 -0.76
20 H -2.10 -5.83 -0.68
21 H -2.19 -5.25 -2.18
22 O -1.98 -5.09 -1.27

Results
LUMO in hartree: 0.0349
F_max in eV/Å: 2.1
Energy relative to the best compared isomer or geometry (same formula, charge and spin) in eV: 1.496
SMILES string: CCN(C)CC.O
HOMO-LUMO gap in eV: 8.6

Molecular formula: C5H15NO
Method: DFT, wB97M-V/def2-TZVPD

CARTESIAN COORDINATES (ANGSTROEM)
1 C 0.07 -1.55 0.96
2 C -0.41 -0.29 0.18
3 N 0.63 0.73 -0.15
4 C 1.92 1.47 -0.13
5 C 3.08 0.67 0.33
6 C -0.16 1.56 -1.25
7 H 0.75 -2.12 0.30
8 H 0.64 -1.28 1.97
9 H -0.82 -2.28 1.33
10 H -1.37 0.14 0.65
11 H -0.60 -0.78 -0.75
12 H 1.83 2.47 0.45
13 H 2.26 1.92 -1.06
14 H 2.79 0.59 1.37
15 H 4.04 1.14 0.25
16 H 3.01 -0.33 -0.19
17 H 0.61 1.58 -2.02
18 H -0.55 2.46 -0.76
19 H -0.98 1.01 -1.81
20 H -6.19 -2.37 0.68
21 H -5.25 -2.69 -0.59
22 O -5.31 -2.06 0.24

Results
LUMO in hartree: 0.0283
F_max in eV/Å: 5.3
Energy relative to the best compared isomer or geometry (same formula, charge and spin) in eV: 4.368
SMILES string: CCN(C)CC.O
HOMO-LUMO gap in eV: 8.5